Entry from the Open Molecules 2025 dataset: C39H66BrNO3PPtSi4 as an isolated structure (ωB97M-V with the def2-TZVPD basis set).

Values from the calculation:
LUMO level   2.23 eV
Relative energy (zero: lowest compared OMol25 entry of this formula, charge and spin)   35.04 kcal per mole
Electronic energy   -163242.7295 eV
Frontier orbital gap   6.83 eV
Total charge   -1

Each line ends with the Löwdin charge.
Geometry (Å):
H1 3.95404 3.95235 1.07653  0.0797
C1 -2.06851 -4.25415 -0.69841  -0.2195
C2 1.55598 -0.36224 -3.61590  -0.0497
H2 0.92308 -4.73512 0.93408  0.0549
H3 -6.02088 -1.01040 0.25742  0.0281
C3 -0.07030 6.61185 2.27627  -0.0565
H4 0.75445 -0.56935 -2.91409  0.0705
Br1 2.82672 -1.74894 -7.31224  0.6835
H5 -1.07557 -4.52523 -0.33906  -0.0020
Pt1 0.21676 0.05739 0.31279  0.7043
N1 1.31744 1.09332 1.78678  -0.1075
H6 -0.60310 1.14604 -4.55070  0.0271
H7 -0.75292 -4.62087 -3.30173  0.0333
H8 -2.09427 2.18322 3.36558  0.0739
C4 -0.21992 2.82182 2.52811  -0.2019
C5 1.88355 -0.98648 2.79683  -0.3039
H9 4.94575 -1.56955 6.01891  0.0712
H10 -5.43641 -0.66810 -1.37538  0.0192
H11 -1.51299 4.44150 3.05802  0.1124
H12 -1.04942 -3.21781 -4.30860  0.0228
C6 2.33529 -2.38388 0.33348  -0.5121
C7 1.00986 2.46391 1.95142  -0.2529
H13 2.58941 -3.40380 -1.55118  0.0928
C8 -0.74472 -3.52597 -3.30716  -0.2175
H14 3.32120 2.52264 0.26865  0.0559
H15 -0.89152 -3.06143 1.33723  0.0559
H16 -3.58269 -2.64873 -3.97037  0.0060
H17 -0.38935 6.95215 1.28765  0.0782
Si1 -1.65794 -0.76372 -1.06485  0.2952
H18 -0.09187 -5.20349 2.29557  0.0845
H19 -3.83050 0.82529 -4.67011  0.0289
H20 2.73517 -3.21776 0.92312  0.1041
C9 -0.90992 1.71336 -3.67063  -0.2016
H21 -1.28649 2.68353 -4.00970  0.0334
C10 3.91067 -1.89620 5.89538  -0.0717
H22 -4.19468 -1.20010 2.65543  0.0290
Si2 -2.30081 0.85670 -2.73983  0.3760
H23 3.92826 -2.95838 5.64668  0.0670
H24 4.39967 0.43731 -6.10563  0.0936
H25 -0.73480 -1.75003 3.61343  0.0636
H26 -4.51443 -2.78988 -2.48438  -0.0028
H27 -4.42484 1.83937 -1.86432  0.0135
H28 -4.66951 1.68378 0.26089  0.0135
H29 -0.37490 4.84686 -2.53033  0.0768
H30 0.24021 -3.09992 4.16291  0.0689
C11 -0.51764 -2.80394 3.43808  -0.1187
C12 2.53514 1.04953 3.90650  -0.0146
C13 -1.12046 1.76648 3.11089  -0.0440
P1 0.99865 -1.66278 1.39039  0.8947
C14 1.90136 0.42803 2.80095  -0.3330
H31 0.65464 5.25028 -1.13680  0.0702
C15 -3.42902 2.22593 -2.09139  -0.2278
H32 0.95048 -1.85516 -5.04578  0.0825
H33 -4.28827 1.19301 1.91119  0.0252
H34 -3.02794 2.75686 -1.23188  0.0051
H35 -3.53377 2.95039 -2.90523  0.0317
H36 -5.17194 -2.26066 -0.64781  0.0054
C16 3.47392 0.93932 -4.22596  -0.0131
H37 -2.45395 -1.29929 2.41356  -0.0116
C17 -5.20115 -1.18987 -0.44535  -0.2241
C18 1.66063 -1.07860 -4.80091  -0.1230
H38 -3.50300 -2.61627 1.85719  0.0156
C19 2.68357 -0.77359 -5.67899  -0.6867
H39 -1.42473 -3.37792 3.63506  0.0804
H40 -3.02230 1.82533 0.85777  0.0105
C20 0.20545 4.42935 -1.70591  -0.1444
C21 1.79681 -2.90179 -0.98988  -0.1240
C22 -3.62302 -3.14048 -2.99953  -0.2221
H41 3.64807 0.80096 5.69720  0.1097
H42 1.50082 -4.50938 2.58681  0.0680
H43 1.00924 3.81491 -2.11281  0.0612
O1 1.30170 1.33576 -1.33941  -0.1782
H44 0.27829 -3.19707 -3.14650  -0.0113
C23 -3.91521 1.20254 0.88309  -0.2243
H45 -3.73495 -4.21549 -3.17463  0.0305
H46 2.54778 -2.80655 3.71891  0.1005
C24 -3.37138 0.03048 -4.07312  -0.2316
H47 -0.90039 6.77306 2.96466  0.0694
C25 0.32766 5.16191 2.23114  -0.2787
O2 3.18623 2.39759 -1.92775  -0.0008
H48 1.43142 -2.06519 -1.58618  0.0329
H49 -4.17230 -0.58038 -3.65746  0.0000
C26 2.54932 -1.72165 3.77146  -0.0648
C27 3.20468 -1.10643 4.82519  -0.2981
C28 -3.41729 -1.53349 1.96222  -0.2246
C29 2.31137 1.53890 -2.08024  -0.6487
H50 3.06025 -0.45759 -0.36524  0.0612
Si3 -2.00890 -2.90561 -2.03704  0.3533
H51 3.79490 2.43086 1.97033  0.0724
H52 2.53470 2.12973 3.97914  0.1114
H53 0.76318 7.24311 2.58850  0.0722
H54 4.21070 -1.79066 -0.53972  0.0839
C30 -0.54983 4.16681 2.64018  -0.0152
H55 4.15820 1.73851 -3.97672  0.1140
C31 0.62121 -4.45490 1.94190  -0.1123
Si4 -3.58396 -0.58366 0.33040  0.3409
C32 2.44867 0.66209 -3.32770  -0.1174
H56 -2.50519 -5.15161 -1.14817  0.0289
H57 3.92479 -1.06903 1.05061  0.0749
H58 -0.04386 1.89254 -3.04075  -0.0089
C33 3.33133 3.06748 1.21146  -0.0201
H59 -2.77941 -0.58983 -4.74959  0.0217
H60 3.41948 -1.79405 6.86676  0.0719
C34 1.58108 4.78681 1.76611  -0.0186
C35 3.44912 -1.35903 0.11479  -0.0889
C36 3.60428 0.22247 -5.40497  -0.1284
O3 -0.68482 3.67133 -0.90379  -0.1369
H61 -0.15547 3.08856 -0.33376  0.0436
H62 -1.25815 0.92955 2.42468  0.0304
H63 -0.67413 1.35340 4.02088  0.0864
C37 1.94731 3.45320 1.62840  -0.2018
C38 -0.03152 -3.07329 2.00992  -0.5027
H64 0.97139 -3.60317 -0.86062  0.0459
H65 -2.67903 -3.98400 0.16392  0.0087
H66 2.29939 5.55352 1.49195  0.1160
C39 3.16148 0.29098 4.87087  -0.0505

Atomic forces in eV per Å
-0.007 0.027 0.003
-0.033 -0.014 -0.117
0.014 0.096 -0.001
0.008 -0.008 0.001
0.000 0.038 0.005
-0.002 0.010 -0.008
-0.016 0.061 -0.060
-0.002 0.023 0.048
0.045 0.013 0.028
0.049 -0.116 -0.510
-0.036 -0.110 -0.167
0.044 -0.037 0.009
0.015 0.001 0.018
-0.025 0.004 -0.004
0.068 -0.019 -0.009
0.003 0.246 -0.181
0.005 -0.001 0.003
0.017 -0.018 -0.034
-0.013 -0.001 0.002
0.010 0.099 -0.052
-0.057 -0.037 0.196
-0.028 0.041 0.199
-0.016 -0.006 -0.012
-0.024 0.005 0.015
-0.028 -0.011 -0.047
-0.019 0.019 0.035
0.027 -0.030 0.011
-0.004 -0.005 0.008
0.208 0.291 0.177
-0.009 -0.002 0.001
0.013 0.002 -0.027
0.019 0.004 0.000
-0.109 0.078 -0.044
-0.015 -0.016 -0.038
-0.001 -0.019 -0.013
-0.043 -0.021 -0.014
0.008 -0.123 -0.070
0.000 -0.002 0.002
-0.003 0.011 0.000
-0.023 0.004 -0.005
-0.006 -0.007 -0.022
0.015 0.029 0.032
0.026 -0.023 0.017
-0.009 0.006 0.023
0.019 0.018 0.013
-0.064 0.067 -0.037
0.054 -0.047 0.110
-0.003 -0.015 -0.048
-0.027 -0.240 0.078
-0.039 -0.184 0.198
0.003 0.025 0.019
0.020 -0.072 -0.066
-0.014 -0.046 0.023
0.012 -0.017 0.024
0.012 0.000 -0.007
-0.005 -0.010 -0.034
-0.022 -0.012 0.025
-0.021 -0.041 0.025
0.021 -0.025 0.037
0.010 0.028 0.077
-0.038 -0.070 0.049
0.063 -0.043 -0.027
0.021 -0.042 -0.052
-0.009 -0.012 -0.002
0.057 0.052 0.019
-0.001 -0.067 0.030
-0.001 0.010 -0.049
-0.015 0.010 0.059
-0.002 0.010 -0.001
0.001 -0.012 -0.005
0.021 0.018 0.011
-0.357 0.122 0.175
0.063 0.009 0.022
0.002 -0.095 0.067
0.004 -0.013 -0.001
0.009 -0.013 -0.008
0.035 0.112 0.020
-0.002 0.004 0.006
-0.057 0.013 0.021
-0.099 0.039 0.104
0.030 -0.059 0.051
-0.030 0.044 0.011
0.057 -0.030 0.097
-0.016 -0.141 -0.012
0.013 0.072 -0.119
0.218 -0.107 -0.100
0.014 -0.028 0.012
0.077 -0.079 0.005
0.000 0.012 -0.039
-0.015 -0.002 0.013
0.002 0.006 -0.002
-0.006 0.010 -0.005
0.027 0.020 -0.043
0.009 0.010 -0.006
0.019 0.036 0.003
0.034 0.030 0.118
-0.054 -0.007 0.081
0.011 -0.015 0.016
-0.018 0.022 0.028
-0.051 -0.008 0.008
0.089 -0.054 -0.071
0.016 -0.048 0.023
0.000 0.007 0.003
0.027 0.004 -0.073
-0.029 0.005 -0.085
0.013 0.009 -0.014
0.025 -0.158 0.236
0.008 0.263 -0.271
-0.041 -0.008 -0.029
0.015 0.003 -0.004
-0.064 0.031 -0.026
0.001 0.011 -0.019
-0.017 -0.002 -0.041
-0.042 0.038 0.019
0.005 0.008 0.010
-0.043 0.159 -0.054